1.
# C26H52Cl4NO7S2

A 2-piece molecular cluster, C26H52Cl4NO7S2 overall at a distorted geometry (ωB97M-V with the def2-TZVPD basis set, OMol25).

Output
highest occupied orbital energy = -0.4186 Ha
energy relative to the best compared isomer or geometry (same formula, charge and spin) = 85.9 kJ/mol
E_tot = -115380.12681 eV
charge = +1
spin multiplicity = 1

```
92
Properties=species:S:1:pos:R:3:forces:R:3
Cl 2.968 -4.391 -8.472 -0.02 0.02 0.05
Cl 4.126 -2.718 -6.429 -0.01 0.02 0.00
Cl 1.906 -4.441 -5.789 -0.02 -0.03 0.05
Cl 1.494 -2.129 -7.460 -0.01 0.00 -0.07
S 1.509 5.790 0.049 -0.09 0.49 -0.07
S 0.551 -3.872 3.274 -0.03 0.00 0.16
O -4.708 -1.327 0.231 0.43 0.05 0.10
O 1.579 -4.975 3.742 -0.16 -0.15 0.22
O -1.272 2.831 -2.866 -0.05 -0.19 0.20
O -0.751 -4.447 3.243 -0.57 -0.51 0.40
O -1.208 -1.829 0.351 -0.27 0.07 -0.05
O 1.800 0.846 0.974 -0.22 -0.18 0.52
O 1.046 -3.336 2.051 0.47 0.51 -0.74
N -0.342 -0.232 -1.060 -0.08 -0.05 0.14
C -1.989 0.982 1.500 -0.66 -0.61 -0.28
C 2.625 -3.425 -7.041 0.06 -0.01 -0.07
C 2.455 -1.097 -3.219 -0.63 -0.14 0.49
C -1.589 4.119 -2.357 0.17 0.20 -0.50
C -1.511 1.759 -1.978 0.42 0.52 -0.35
C 0.709 0.748 -3.766 0.87 -0.61 -0.07
C 2.726 0.738 2.065 0.60 -0.23 -0.53
C -0.594 0.323 1.429 0.81 0.78 0.80
C -4.023 -0.641 1.287 -0.50 -0.16 -1.10
C 0.637 -2.598 4.527 0.26 -0.44 0.22
C 0.073 -1.748 -3.877 0.33 0.89 0.16
C -0.703 -1.904 4.686 0.18 0.22 -0.47
C 0.959 1.355 -2.383 -0.76 0.04 0.16
C 0.525 1.427 1.204 -1.26 0.69 -1.29
C -4.664 -2.739 0.347 -0.54 0.24 -0.37
C -3.125 0.399 0.629 -0.01 0.06 0.31
C -0.226 -0.383 2.757 -0.36 -0.80 -0.50
C 0.659 4.978 1.459 0.68 -0.30 -0.80
C 1.419 3.739 1.973 -0.74 -0.11 0.02
C 0.495 2.523 2.268 0.76 0.65 0.39
C -1.218 -1.395 3.325 0.43 0.02 1.17
C -0.183 1.231 -1.352 0.02 1.33 -0.89
C 0.180 2.128 -0.155 0.78 -0.95 0.94
C -0.343 -0.717 0.353 0.02 -1.43 0.54
C 1.215 -0.699 -4.010 -0.31 -0.16 -0.26
C 3.706 -0.393 1.739 -0.47 0.24 0.03
H 1.850 0.990 -1.872 0.21 -0.15 -0.18
H 3.709 -1.114 2.548 0.34 -0.15 0.09
H -2.186 -0.959 3.525 -0.34 0.14 -0.23
H 2.165 3.439 1.250 0.33 0.01 -0.06
H -1.567 4.797 -3.201 -0.03 0.04 -0.23
H -0.224 -2.089 -4.860 -0.03 -0.42 -0.07
H 1.219 1.385 -4.480 0.18 0.19 -0.08
H -0.745 -2.575 0.771 -0.06 0.16 -0.20
H 1.921 4.038 2.882 0.33 -0.11 0.18
H -0.831 4.482 -1.670 0.09 -0.01 0.43
H 2.950 -1.929 -3.701 0.28 -0.10 -0.15
H 2.163 -1.480 -2.233 0.09 0.02 0.20
H -3.482 -1.381 1.859 0.19 0.09 0.39
H -2.325 0.927 2.531 -0.05 0.04 0.25
H 1.066 -5.711 4.129 0.26 0.14 -0.10
H 0.341 -2.571 -3.223 -0.01 -0.34 -0.09
H -0.555 2.887 0.034 -0.57 0.08 -0.15
H 0.598 5.759 2.205 -0.05 0.06 0.22
H -4.950 -3.142 -0.618 -0.09 -0.03 -0.19
H 0.634 -1.149 0.529 0.48 0.52 -0.05
H -3.666 -3.115 0.565 0.13 0.04 0.28
H -0.497 2.934 2.393 -0.45 -0.22 -0.11
H -0.350 4.740 1.141 -0.19 -0.10 -0.01
H 0.686 -0.926 2.531 0.27 -0.03 0.14
H 2.252 4.796 -0.463 -0.21 -0.19 0.28
H -1.331 -2.286 2.728 -0.42 0.18 -0.45
H -3.775 1.218 0.338 -0.12 0.21 -0.12
H 3.140 -0.278 -3.037 0.28 0.09 -0.25
H -2.797 -0.037 -0.305 0.24 -0.12 -0.15
H 0.410 -0.732 -1.541 0.01 0.02 0.00
H 1.493 -0.737 -5.057 0.15 0.15 -0.18
H 3.377 -0.913 0.848 -0.10 -0.11 -0.20
H -0.803 -1.250 -3.470 -0.34 -0.12 0.10
H 0.753 2.156 3.253 0.13 -0.33 0.11
H -1.418 -2.570 5.154 -0.13 -0.11 0.00
H -2.150 2.138 -1.190 -0.44 -0.41 0.22
H 3.272 1.673 2.132 0.01 0.26 0.19
H 4.694 0.000 1.541 0.27 -0.11 0.13
H -2.004 0.987 -2.572 -0.16 -0.20 0.15
H 1.004 -3.048 5.444 -0.14 -0.20 0.16
H -1.971 2.041 1.295 0.38 0.25 -0.16
H -1.197 -0.591 -1.494 -0.08 0.05 0.12
H -4.787 -0.118 1.863 0.11 -0.16 0.53
H 2.261 0.541 3.023 -0.38 0.08 0.04
H 0.019 0.314 3.551 -0.17 0.36 -0.05
H 1.410 -1.920 4.195 0.23 0.13 -0.14
H 1.102 2.417 -2.510 0.06 0.29 -0.04
H -0.541 -1.057 5.346 -0.04 0.12 0.26
H 1.077 2.665 -0.417 0.28 0.19 -0.15
H -0.326 0.782 -4.076 -0.34 0.23 0.14
H -5.410 -3.076 1.067 0.18 -0.20 0.27
H -2.591 4.171 -1.933 -0.06 -0.18 0.21
```
Forces are in eV/Å.

These are the Löwdin partial charges, in e, on atoms 1 to 8: atom 1 (Cl): 0.5511, atom 2 (Cl): 0.5346, atom 3 (Cl): 0.5332, atom 4 (Cl): 0.5448, atom 5 (S): 0.7134, atom 6 (S): 0.5889, atom 7 (O): -0.1864, atom 8 (O): -0.1279

***

2.
# C26H53As2FeN10O15P2

C26H53As2FeN10O15P2 as an isolated structure at a distorted geometry (ωB97M-V with the def2-TZVPD basis set, OMol25).

Output
highest occupied orbital energy = -0.3590 Ha
E_tot = -248070.30739 eV
charge = +1
spin multiplicity = 1

```
109
Properties=species:S:1:pos:R:3:forces:R:3
As 0.673 0.734 2.159 0.32 0.02 2.01
As 0.645 3.433 4.805 0.58 0.41 -0.48
Fe -0.781 0.225 -1.471 -0.86 2.44 -0.11
P 0.213 -2.426 -0.766 0.18 -1.40 -0.08
P -0.118 -1.427 -3.466 -0.41 -1.33 -1.01
O -1.595 -1.075 -4.043 -0.02 -0.48 0.19
O 0.606 -0.209 -3.050 -0.37 0.07 0.64
O -2.046 3.590 1.551 0.29 -0.16 0.03
O 2.655 1.888 -1.511 -0.01 -0.05 0.08
O -3.467 -2.213 -3.363 -0.15 -0.49 -0.08
O -0.268 -2.526 -2.338 0.64 0.05 0.01
O 3.296 3.512 5.719 -0.17 0.04 -0.01
O 3.846 0.285 2.153 -0.05 0.03 -0.08
O 4.605 2.861 4.017 -0.01 0.03 0.08
O -2.024 -0.167 3.044 0.10 0.17 0.08
O -1.206 5.338 2.691 0.16 -0.07 -0.04
O 3.907 2.400 1.368 -0.13 0.10 -0.11
O -2.689 1.564 4.338 0.29 -0.07 0.09
O 0.617 1.281 -0.838 1.08 0.42 0.68
O -0.459 -1.308 -0.060 0.28 0.50 -0.52
N -2.776 -1.032 -3.295 -0.58 1.05 -0.27
N -3.311 0.596 -0.211 -0.32 0.15 0.50
N 1.842 -2.386 -0.699 -0.41 0.16 -0.06
N -1.410 1.832 -2.775 0.69 -0.45 0.57
N -1.992 0.910 0.137 0.70 -0.54 -0.91
N 0.479 -2.229 -4.786 0.13 0.37 0.53
N -4.778 -0.581 -1.553 0.07 0.17 0.07
N -0.399 -3.874 -0.247 0.44 0.23 0.03
N -2.467 -0.547 -2.001 -0.48 -1.16 0.21
N -2.813 -3.395 -2.857 0.41 0.21 0.19
C 2.673 -3.458 -1.229 -0.03 -0.15 0.07
C 4.459 3.849 6.481 0.22 0.01 0.02
C -3.511 -0.204 -1.287 -0.04 -0.29 -0.55
C -0.712 1.767 3.060 0.52 1.11 0.34
C -1.892 1.104 3.556 -1.51 -0.26 -1.52
C -0.224 -5.135 -0.954 -0.18 0.04 -0.11
C 1.015 -0.656 3.545 0.19 -0.14 -0.28
C 1.517 -3.238 -4.588 0.00 -0.06 0.02
C -0.689 3.070 -2.423 0.10 0.23 -0.19
C 2.203 2.674 3.851 -0.19 0.10 0.48
C 0.789 -1.312 -5.894 -0.10 0.04 -0.05
C 3.511 3.032 4.483 0.27 -0.07 -0.05
C 2.171 1.838 2.817 0.22 -0.05 -0.42
C 5.074 2.140 0.570 0.09 -0.14 0.01
C 0.803 2.876 -2.625 -0.05 -0.29 0.23
C 3.427 1.420 2.103 0.18 -0.13 0.03
C -3.525 -3.815 -1.665 -0.16 0.16 -0.08
C 2.575 -1.127 -0.544 0.05 0.19 0.12
C -3.125 -0.917 3.560 -0.09 0.02 0.12
C -1.255 4.145 2.539 -1.69 0.46 0.60
C -2.865 4.519 0.840 -0.07 0.25 -0.07
C 1.441 1.937 -1.594 -0.04 0.32 -0.14
C -2.841 -4.356 -3.945 -0.14 0.18 -0.10
C 1.089 5.342 4.651 0.21 -0.08 -0.07
C -0.522 3.137 3.270 0.44 -1.51 -0.36
C -0.379 -4.018 1.211 0.02 0.07 0.03
H -2.329 -5.258 -3.614 -0.01 -0.02 0.03
H 1.327 3.829 -2.574 0.02 0.00 -0.06
H 2.034 -1.013 3.401 0.01 0.02 0.01
H -0.169 -4.949 -2.025 -0.01 -0.09 -0.02
H -3.752 4.767 1.424 0.03 -0.02 0.01
H -1.178 -4.696 1.517 -0.01 0.02 -0.03
H 0.665 -5.680 -0.624 -0.01 0.03 0.00
H 4.750 1.951 -0.450 -0.04 0.02 -0.02
H 0.576 -4.412 1.573 -0.02 -0.03 -0.02
H -2.927 -1.242 4.582 0.03 0.01 -0.03
H -4.013 0.610 0.516 0.09 -0.10 0.07
H 0.167 5.915 4.625 -0.04 -0.08 -0.02
H -5.546 -0.138 -1.078 0.00 0.08 -0.07
H -2.320 5.437 0.628 0.02 -0.06 -0.01
H 2.496 -2.797 -4.369 -0.02 0.00 0.00
H 0.998 2.432 -3.605 0.04 0.15 -0.09
H -2.412 1.982 -2.795 -0.01 -0.04 0.00
H -4.607 -3.900 -1.827 0.01 -0.04 -0.03
H 0.913 -0.234 4.542 0.01 0.05 -0.02
H 5.682 3.039 0.623 -0.02 -0.01 0.00
H 0.323 -1.487 3.420 -0.07 0.05 -0.04
H 1.230 -3.908 -3.781 0.06 -0.03 -0.03
H -0.892 3.286 -1.373 -0.02 0.06 -0.01
H 0.970 -1.901 -6.792 -0.05 0.01 0.00
H -4.028 -0.307 3.568 -0.01 -0.06 -0.03
H 1.928 -0.381 -0.101 0.02 0.11 -0.04
H -3.330 -3.097 -0.868 -0.02 -0.07 0.06
H -3.241 -1.781 2.909 0.03 0.01 0.00
H -1.600 0.260 0.816 -0.36 -0.06 0.22
H -1.925 1.857 0.511 0.00 0.06 -0.18
H 3.430 -1.287 0.111 -0.01 -0.05 0.03
H -2.301 -3.929 -4.788 0.00 -0.08 -0.04
H -1.121 1.533 -3.703 -0.13 0.05 -0.06
H -4.960 -1.050 -2.425 -0.04 -0.08 0.03
H 1.665 5.548 3.751 -0.01 0.03 0.00
H -3.862 -4.609 -4.257 0.02 -0.05 0.00
H 5.173 3.027 6.469 -0.04 0.01 -0.02
H -3.138 -4.788 -1.369 0.02 0.00 0.03
H 4.932 4.738 6.065 -0.01 -0.03 0.00
H -0.548 -3.044 1.665 -0.05 -0.05 0.10
H -1.030 3.914 -3.030 -0.08 -0.05 0.05
H 1.669 -0.698 -5.682 0.01 -0.04 -0.02
H 1.603 -3.819 -5.507 -0.01 -0.01 0.02
H 3.453 -3.695 -0.503 -0.03 -0.03 0.00
H 4.117 4.039 7.493 -0.05 0.01 -0.04
H -0.066 -0.660 -6.070 0.03 0.01 -0.10
H 3.163 -3.149 -2.155 -0.05 0.02 0.01
H -3.154 4.036 -0.092 -0.01 -0.05 0.03
H 1.661 5.623 5.533 0.03 -0.07 -0.02
H 5.617 1.284 0.963 0.01 0.05 0.03
H 2.088 -4.355 -1.420 0.09 -0.01 -0.02
H -1.090 -5.770 -0.759 0.01 -0.01 -0.01
H 2.916 -0.741 -1.506 -0.02 -0.02 -0.02
```
Forces are in eV/Å.

These are the Löwdin partial charges, in e, on atoms 1 to 8: atom 1 (As): 1.4159, atom 2 (As): 1.3364, atom 3 (Fe): 0.4458, atom 4 (P): 0.5543, atom 5 (P): 0.4805, atom 6 (O): -0.1241, atom 7 (O): -0.2017, atom 8 (O): -0.1078

***

Question: Among the records above, which one has the lowest highest occupied orbital energy?
Answer: C26H52Cl4NO7S2